(a)
The following is a quantum chemistry calculation of a cluster of 3 separate species, C2H10N2O3 in total, from the Open Molecules 2025 dataset.

```
17
Properties=species:S:1:pos:R:3:mulliken_charge:R:1
C -1.44 -0.08 1.71 -0.934
N -0.60 0.25 0.58 0.021
C 0.65 0.77 0.75 0.485
N 1.39 1.19 -0.37 -0.535
O 1.04 1.05 1.88 -0.644
H -0.76 -0.36 2.52 0.299
H -2.09 -0.92 1.51 0.355
H -1.89 0.81 2.16 0.281
H -0.92 0.02 -0.33 0.171
H 0.84 1.14 -1.23 0.324
H 1.59 2.17 -0.22 0.263
O 1.20 -2.77 -0.40 -0.654
H 1.03 -2.74 0.54 0.312
H 1.60 -1.92 -0.60 0.337
O -0.28 0.47 -2.56 -0.632
H -0.17 0.76 -3.47 0.271
H -1.18 0.15 -2.49 0.280
```

**LUMO**: 0.1562 eV
**Multiplicity**: 1
**Orbital gap**: 9.70 eV
**E_HOMO**: -9.548 eV
**SMILES**: CNC(N)=O.O.O

---

(b)
The following is a quantum chemistry calculation of a cluster of 3 separate species, C2H10N2O3 in total, from the Open Molecules 2025 dataset.

```
17
Properties=species:S:1:pos:R:3:mulliken_charge:R:1
N 1.94 -0.67 1.80 -0.618
C 1.61 0.31 0.71 -0.631
C 0.43 -0.04 -0.17 0.543
N -0.63 0.79 0.03 -0.320
O 0.37 -0.99 -0.94 -0.657
H 2.93 -0.85 1.67 0.262
H 1.51 -1.55 1.56 0.266
H 2.51 0.27 0.06 0.287
H 1.45 1.31 1.10 0.291
H -1.27 0.78 -0.75 0.310
H -0.81 0.88 1.02 0.249
O -2.80 -0.93 1.06 -0.638
H -2.10 -1.43 0.61 0.327
H -3.65 -1.35 0.82 0.310
O -0.34 1.50 -2.73 -0.648
H -0.01 0.60 -2.61 0.351
H -1.14 1.38 -3.25 0.316
```

**LUMO**: 0.6167 eV
**Multiplicity**: 1
**Orbital gap**: 10.37 eV
**E_HOMO**: -9.754 eV
**SMILES**: NCC(N)=O.O.O

---

(c)
The following is a quantum chemistry calculation of a cluster of 3 separate species, C2H10N2O3 in total, from the Open Molecules 2025 dataset.

```
17
Properties=species:S:1:pos:R:3:mulliken_charge:R:1
N -0.54 -1.69 -0.97 -0.541
C -0.65 -0.31 -1.49 -0.555
N -0.14 0.65 -0.55 -0.025
C -0.68 1.87 -0.22 -0.012
O -1.87 2.05 -0.27 -0.554
H -1.33 -2.23 -1.27 0.236
H -0.59 -1.67 0.05 0.242
H -1.65 -0.04 -1.81 0.333
H -0.05 -0.30 -2.40 0.260
H 0.86 0.51 -0.45 0.204
H 0.05 2.59 0.15 0.408
O 2.50 -0.31 0.66 -0.656
H 2.82 -0.51 1.52 0.305
H 2.28 -1.19 0.28 0.340
O -0.19 0.20 2.63 -0.643
H -1.05 -0.09 2.34 0.307
H 0.24 0.47 1.79 0.352
```

**LUMO**: 0.5742 eV
**Multiplicity**: 1
**Orbital gap**: 10.52 eV
**E_HOMO**: -9.943 eV
**SMILES**: NCNC=O.O.O

---

(d)
The following is a quantum chemistry calculation of a cluster of 3 separate species, C2H10N2O3 in total, from the Open Molecules 2025 dataset.

```
17
Properties=species:S:1:pos:R:3:mulliken_charge:R:1
C -0.75 -1.47 0.96 -0.775
N -0.35 -1.33 -0.43 -0.246
C -0.65 -0.16 -1.06 0.528
N -0.31 -0.13 -2.41 -0.458
O -1.27 0.76 -0.56 -0.627
H -1.36 -0.61 1.17 0.275
H -1.38 -2.36 1.08 0.281
H 0.08 -1.64 1.62 0.290
H 0.41 -1.86 -0.80 0.240
H -0.26 -1.03 -2.85 0.215
H -0.71 0.66 -2.89 0.264
O 1.39 2.24 -0.20 -0.700
H 2.10 1.77 -0.68 0.308
H 0.62 1.67 -0.31 0.393
O 0.93 0.75 2.42 -0.621
H 0.31 1.20 3.01 0.307
H 1.21 1.55 1.93 0.324
```

**LUMO**: 0.6741 eV
**Multiplicity**: 1
**Orbital gap**: 10.51 eV
**E_HOMO**: -9.832 eV
**SMILES**: CNC(N)=O.O.O

---

Q: Which of them is the least stable? A: (b).

---

(a)
The following is a quantum chemistry calculation of a cluster of 3 separate species, C2H10N2O3 in total, from the Open Molecules 2025 dataset.

```
17
Properties=species:S:1:pos:R:3:mulliken_charge:R:1
N -1.25 -1.85 0.78 -0.552
C 0.03 -1.51 0.18 -0.450
C 0.19 0.01 0.04 0.587
N 1.42 0.42 -0.36 -0.325
O -0.74 0.79 0.14 -0.642
H -1.12 -2.24 1.70 0.230
H -1.93 -1.09 0.76 0.243
H 0.78 -1.98 0.80 0.344
H 0.14 -1.83 -0.86 0.158
H 2.17 -0.22 -0.57 0.183
H 1.62 1.40 -0.46 0.228
O 3.59 -1.16 -2.16 -0.634
H 4.30 -0.88 -2.74 0.314
H 2.86 -1.44 -2.68 0.317
O -3.51 3.01 1.67 -0.654
H -2.95 3.76 1.42 0.315
H -3.05 2.26 1.26 0.339
```

**LUMO**: 0.4122 eV
**Multiplicity**: 1
**Orbital gap**: 9.59 eV
**E_HOMO**: -9.180 eV
**SMILES**: NCC(N)=O.O.O

---

(b)
The following is a quantum chemistry calculation of a cluster of 3 separate species, C2H10N2O3 in total, from the Open Molecules 2025 dataset.

```
17
Properties=species:S:1:pos:R:3:mulliken_charge:R:1
N -2.07 -0.13 -1.24 -0.723
C -0.69 0.01 -0.72 -0.086
C -0.57 -0.56 0.69 0.396
N -1.21 -1.75 0.84 -0.394
O 0.35 -0.22 1.41 -0.644
H -2.61 0.57 -0.74 0.223
H -2.10 0.28 -2.17 0.261
H -0.09 -0.64 -1.35 0.218
H -0.19 0.98 -0.72 0.250
H -1.92 -1.96 0.16 0.254
H -1.15 -2.19 1.75 0.252
O 0.52 2.68 1.14 -0.648
H 0.27 2.08 1.85 0.326
H 1.19 2.16 0.68 0.320
O 3.13 -0.34 -1.70 -0.638
H 2.94 -0.97 -2.40 0.311
H 2.78 -0.76 -0.90 0.322
```

**LUMO**: 0.4989 eV
**Multiplicity**: 1
**Orbital gap**: 10.59 eV
**E_HOMO**: -10.090 eV
**SMILES**: NCC(N)=O.O.O

---

Q: Which of them is the least stable? A: (b).

---

(a)
The following is a quantum chemistry calculation of a cluster of 2 separate species, C3H8OS in total, from the Open Molecules 2025 dataset.

```
13
Properties=species:S:1:pos:R:3:mulliken_charge:R:1
C 1.52 -2.73 -2.92 -0.821
C 0.20 -2.72 -2.55 0.197
O -0.69 -2.14 -3.36 -0.455
H 2.51 -2.78 -2.42 0.268
H 1.87 -2.01 -3.65 0.219
H -0.23 -3.25 -1.65 0.246
H -1.54 -2.35 -3.06 0.347
C 0.05 2.68 1.67 -0.752
S -0.54 2.17 3.31 -0.199
H -0.40 3.61 1.35 0.265
H 1.15 2.80 1.61 0.274
H -0.11 1.93 1.01 0.295
H 0.23 1.05 3.49 0.116
```

**LUMO**: 0.6144 eV
**Multiplicity**: 1
**Orbital gap**: 9.59 eV
**E_HOMO**: -8.974 eV
**SMILES**: C=CO.CS

---

(b)
The following is a quantum chemistry calculation of a cluster of 2 separate species, C3H8OS in total, from the Open Molecules 2025 dataset.

```
13
Properties=species:S:1:pos:R:3:mulliken_charge:R:1
C 0.71 0.86 -4.63 -0.082
O 1.66 0.16 -4.95 -0.397
H -0.26 0.64 -4.89 0.264
H 1.00 1.76 -4.06 0.215
C 0.42 -0.29 2.70 -0.952
C -0.66 -0.92 1.85 -0.328
S -2.15 0.06 1.58 -0.244
H 1.42 -0.31 2.26 0.302
H 0.49 -0.71 3.69 0.261
H 0.29 0.80 2.88 0.318
H -0.13 -1.00 0.88 0.217
H -1.04 -1.98 2.13 0.306
H -1.76 0.92 0.57 0.119
```

**LUMO**: 0.4205 eV
**Multiplicity**: 1
**Orbital gap**: 9.51 eV
**E_HOMO**: -9.092 eV
**SMILES**: C=O.CCS

---

Q: Which of them is the least stable? A: (a).

---

(a)
The following is a quantum chemistry calculation of an isolated molecule of C3H8OS, from the Open Molecules 2025 dataset.

```
13
Properties=species:S:1:pos:R:3:mulliken_charge:R:1
C 0.58 -1.13 2.11 -0.528
O 0.92 -0.75 0.65 -0.290
C 0.22 0.43 0.55 -0.336
S 0.03 0.88 -1.12 -0.092
C -1.46 -0.18 -1.40 -0.965
H -0.40 -0.31 2.50 0.260
H 0.49 -2.34 2.32 0.220
H 1.34 -0.86 2.86 0.275
H 0.52 1.46 1.30 0.238
H -0.99 0.10 0.60 0.246
H -2.14 0.57 -0.87 0.359
H -1.36 -0.23 -2.50 0.304
H -1.21 -1.11 -1.06 0.310
```

**LUMO**: 0.9282 eV
**Multiplicity**: 1
**Orbital gap**: 9.59 eV
**E_HOMO**: -8.658 eV
**SMILES**: COCSC

---

(b)
The following is a quantum chemistry calculation of a structure of composition C3H8OS, from the Open Molecules 2025 dataset.

```
13
Properties=species:S:1:pos:R:3:mulliken_charge:R:1
C 0.26 1.55 -0.29 -1.087
C -0.21 -0.97 -0.41 -0.723
C 0.34 0.15 0.30 0.473
O -2.58 -0.69 0.12 -0.749
S 2.14 -0.46 -0.04 -0.240
H -0.77 2.07 -0.29 0.304
H 0.94 2.36 0.31 0.278
H 0.70 1.65 -1.32 0.337
H -0.52 -1.84 0.09 0.376
H -0.34 -0.81 -1.43 0.336
H 0.15 0.03 1.40 0.264
H -2.61 -1.52 0.65 0.237
H 2.50 -1.52 0.91 0.193
```

**LUMO (spin up / spin down)**: -0.8093 / -0.8091 eV
**Multiplicity**: 1
**Orbital gap (spin up / spin down)**: 7.68 / 7.68 eV
**E_HOMO (spin up / spin down)**: -8.492 / -8.493 eV

---

(c)
The following is a quantum chemistry calculation of a cluster of 2 separate species, C3H8OS in total, from the Open Molecules 2025 dataset.

```
13
Properties=species:S:1:pos:R:3:mulliken_charge:R:1
C -1.95 0.51 0.65 -0.639
C -2.53 -0.39 -0.18 -0.492
H -1.33 1.23 0.45 0.312
H -2.06 0.43 1.65 0.286
H -2.39 -0.19 -1.15 0.229
H -2.99 -1.29 0.01 0.292
C 1.88 0.83 -0.43 -0.687
S 1.22 -0.37 0.83 0.083
O 1.52 -1.72 -0.07 -0.514
H 1.15 1.68 -0.38 0.226
H 2.85 1.17 -0.20 0.315
H 2.12 0.21 -1.30 0.241
H 2.50 -2.09 0.13 0.348
```

**LUMO**: 0.4920 eV
**Multiplicity**: 1
**Orbital gap**: 8.96 eV
**E_HOMO**: -8.470 eV
**SMILES**: C=C.CSO

---

Q: Which of them is the least stable? A: (b).